C4H13NO3 | ωB97M-V with the def2-TZVPD basis set

Structure (XYZ):
```
21
Properties=species:S:1:pos:R:3:lowdin_charge:R:1
O -2.5765 1.4980 -1.8641 0.02
O 2.8758 -0.4932 0.0232 -0.05
O 1.6722 -2.3513 -1.6581 -0.08
N 0.3031 -0.0941 1.6288 -0.15
C -0.9119 0.7551 -0.4467 -0.15
C 0.1376 1.0766 2.4712 -0.11
C -0.7299 -0.3166 0.6384 -0.24
C -2.2016 0.5895 -1.1197 -0.25
H -1.7148 -0.5044 1.1045 0.12
H 1.8386 -1.7847 -0.8918 -0.03
H -0.1623 0.7427 -1.2531 0.13
H -0.4284 -1.2478 0.1413 0.12
H 2.4637 -2.4068 -2.1981 0.03
H -0.6060 0.9199 3.2778 0.08
H 2.2287 0.1759 -0.2555 0.05
H -2.9610 -0.1826 -1.0354 0.13
H 0.6394 -0.9280 2.0726 0.11
H 2.5280 -0.6346 0.8962 0.02
H 0.0221 1.9517 1.8447 0.07
H -0.8108 1.7672 -0.0603 0.11
H 1.0125 1.2032 3.1092 0.08
```

Summary:
ΔE to the lowest compared entry with this formula, charge and spin = 219.5 kJ/mol
Calculated total energy = -11990.1961 eV
Max |F| = 4.4 eV/A
SMILES = CNCCC=O.O.O
Frontier orbital gap = 10.0 eV

---

H10O5 | ωB97M-V with the def2-TZVPD basis set

Structure (XYZ):
```
15
Properties=species:S:1:pos:R:3:lowdin_charge:R:1
O 5.1960 -8.5480 28.2240 -0.02
O 5.2950 -11.5830 28.0330 -0.06
O 7.8690 -11.1680 27.7120 -0.04
O 5.8890 -9.4660 25.6000 -0.08
O 2.8620 -12.2760 27.2070 -0.03
H 5.8630 -7.8420 28.3090 0.09
H 5.2030 -10.6690 28.3110 0.02
H 4.3970 -11.8860 27.9170 -0.01
H 6.3890 -10.2930 25.6930 0.03
H 3.1370 -13.1140 26.7940 0.08
H 8.2890 -11.7400 28.3270 0.02
H 5.7350 -9.2390 26.5380 -0.02
H 6.9650 -11.4090 27.6850 -0.06
H 4.4130 -8.2530 27.8220 0.04
H 2.7880 -11.7340 26.4330 0.05
```

Summary:
ΔE to the lowest compared entry with this formula, charge and spin = 91.1 kJ/mol
Calculated total energy = -10399.9055 eV
Max |F| = 2.5 eV/A
SMILES = O.O.O.O.O
Frontier orbital gap = 11.2 eV

---

C20H23NO6 | ωB97M-V with the def2-TZVPD basis set

Structure (XYZ):
```
50
Properties=species:S:1:pos:R:3:lowdin_charge:R:1
O -2.6710 0.5225 0.9698 -0.11
O 4.9628 0.6557 2.2737 0.05
O 1.9433 2.6213 -1.7351 -0.03
O 3.0587 -2.2642 -1.0428 0.11
O -0.1786 3.2050 -2.1942 0.09
O 1.3146 -3.6677 -0.8588 -0.06
N -1.4048 -0.6658 -1.2495 -0.07
C 2.3426 3.9487 -2.0259 -0.05
C -4.5702 -0.9145 0.8697 -0.12
C 0.2989 0.9856 -1.4966 -0.07
C 1.3931 0.0503 -1.0486 -0.16
C -0.4556 -1.6324 -1.0681 0.02
C -2.7890 -0.9376 -0.9699 -0.09
C 1.8624 -2.4351 -0.9838 -0.45
C -3.8227 1.3264 1.1166 -0.19
C -4.9013 0.3732 1.6302 -0.14
C 2.2434 -4.7373 -0.7871 -0.06
C 0.6263 2.3686 -1.8451 -0.46
C 3.6401 0.6673 1.9471 -0.31
C 1.8534 0.3964 0.3546 -0.17
C -3.0703 -0.7658 0.5411 -0.30
C 3.2050 0.3883 0.6587 0.03
C -0.9930 0.6125 -1.5036 0.01
C 0.9300 0.6860 1.3508 -0.02
C 1.3670 0.9763 2.6321 -0.07
C 2.7139 0.9700 2.9395 -0.02
C 0.8639 -1.3694 -1.0493 -0.05
H -3.4061 -0.2351 -1.5356 0.14
H 1.8883 4.6451 -1.3177 0.10
H 2.9031 -4.6112 0.0742 0.10
H -2.4486 -1.4833 1.0906 0.15
H 2.8538 -4.7733 -1.6921 0.10
H 3.4257 3.9676 -1.9356 0.09
H 3.0672 1.1906 3.9344 0.11
H -0.1271 0.6924 1.1306 0.10
H -3.0365 -1.9587 -1.2715 0.14
H -4.7795 0.2233 2.7027 0.11
H -1.7595 1.3288 -1.7598 0.15
H 1.6545 -5.6457 -0.6874 0.09
H -5.1502 -0.9770 -0.0518 0.11
H -4.7667 -1.8056 1.4609 0.11
H 2.2564 0.1174 -1.7189 0.15
H -5.9071 0.7353 1.4334 0.11
H 5.4776 0.3974 1.4993 0.11
H 0.6463 1.2075 3.4026 0.10
H 2.0348 4.2277 -3.0363 0.10
H -4.1153 1.7636 0.1510 0.12
H -0.8224 -2.6456 -0.9960 0.14
H 3.9235 0.1439 -0.1115 0.12
H -3.5753 2.1305 1.8090 0.13
```

Summary:
ΔE to the lowest compared entry with this formula, charge and spin = 189.6 kJ/mol
Calculated total energy = -34888.4349 eV
Max |F| = 0.8 eV/A
SMILES = COC(=O)C1=CN(C[C@@H]2CCCO2)C=C(C(=O)OC)C1c1cccc(O)c1
Frontier orbital gap = 8.4 eV

---

C32H42BiN5O7S2Si2 | ωB97M-V with the def2-TZVPD basis set

Structure (XYZ):
```
91
Properties=species:S:1:pos:R:3:lowdin_charge:R:1
Bi 0.7179 -0.5166 -0.0677 1.79
S 1.6433 1.1916 1.7650 0.53
S 0.4335 1.7776 4.3714 0.89
Si -4.2765 0.6365 -0.8496 0.64
Si -3.6839 -2.4722 -0.2874 0.38
O 2.3216 0.3215 -1.3422 -0.30
O 0.1446 -2.6007 -1.6747 -0.10
O 3.8513 5.6951 -4.0472 0.07
O -0.2231 0.1102 -2.6344 -0.06
O 2.3181 -1.9282 0.1746 -0.30
O 1.8918 5.4309 -4.8985 0.06
O -0.7950 1.7725 -0.4336 -0.26
N 0.2103 -0.6004 3.2681 -0.06
N 1.8924 -2.2554 -3.0760 0.20
N -1.3522 2.2600 0.6068 -0.18
N 0.5369 -1.4691 2.2307 -0.11
N 2.8153 5.0735 -4.1899 -0.36
C 1.5115 3.0919 -3.5876 0.05
C -3.7676 2.1966 -1.7284 -0.20
C -2.7608 1.6265 5.0241 -0.09
C 2.6713 3.8155 -3.4610 -0.15
C -2.4569 -0.7087 5.4366 -0.05
C 2.0459 -3.2000 0.4474 -0.36
C 3.5702 2.1910 -1.9585 0.02
C 0.7005 0.5778 3.1050 -1.11
C 1.3495 1.8965 -2.8896 -0.12
C 1.5212 -5.9478 0.7936 -0.09
C -5.9362 0.7969 -0.0112 -0.21
C 0.3234 -4.0271 -3.5750 0.02
C -4.6406 0.1313 4.8780 -0.09
C 2.4370 -5.5183 -0.1665 -0.08
C -4.1147 1.4131 4.8000 -0.09
C 3.7138 3.3665 -2.6491 0.02
C 0.3647 -3.2755 3.8722 -0.01
C 0.1061 1.1688 -3.1290 -0.21
C 0.7704 -2.8882 -2.6970 -0.57
C -2.3723 -3.1165 0.8897 -0.18
C -1.9138 0.5683 5.3342 -0.29
C -1.9156 1.6142 1.5612 0.05
C -0.4447 0.7818 5.6007 -0.42
C -5.3457 -2.5789 0.5867 -0.19
C -3.8060 -0.9294 5.2047 -0.08
C 1.1797 -3.6360 1.4792 -0.13
C 2.3845 1.4258 -2.0386 -0.33
C 2.6993 -4.1766 -0.3246 -0.03
C -3.7013 -3.6133 -1.7770 -0.18
C 0.9334 -5.0101 1.6129 -0.05
C 0.6620 -2.7164 2.5098 -0.27
C -3.3097 -0.7597 -0.8492 -0.34
H -3.9304 3.0782 -1.1036 0.03
H -0.5700 1.6606 -3.8543 0.13
H -6.7424 0.4677 -0.6703 0.03
H 2.9455 -6.2407 -0.7940 0.10
H 0.0655 -0.1777 5.6421 0.06
H 0.9187 -4.9080 -3.3259 0.09
H -1.3190 3.2795 0.6809 0.18
H -5.5618 -3.6221 0.8322 0.03
H -0.4991 -3.9405 3.8033 0.09
H -2.7518 -3.5168 -2.3102 0.01
H -0.2959 1.2834 6.5591 0.09
H -2.3127 2.1794 2.3871 0.08
H -4.7626 2.2506 4.5698 0.10
H -1.3957 -3.1083 0.3955 0.00
H -6.1665 -2.2099 -0.0320 0.02
H -4.3625 2.3346 -2.6344 0.03
H 2.2722 -1.5002 -2.5150 0.08
H -4.2071 -1.9324 5.2756 0.10
H -2.5800 -4.1524 1.1737 0.04
H -2.3170 -2.5157 1.8029 0.03
H 4.3552 1.8218 -1.3124 0.13
H 0.4611 -3.8031 -4.6326 0.08
H 0.2569 -5.3474 2.3870 0.10
H -1.9621 0.5359 1.5126 0.08
H -5.6939 -0.0388 4.6957 0.10
H -5.9824 0.1983 0.8970 0.01
H 3.4064 -3.8258 -1.0647 0.11
H 2.3654 -2.5207 -3.9203 0.11
H -2.3525 2.6313 4.9744 0.10
H 0.7244 3.4524 -4.2371 0.13
H -0.7209 -4.2485 -3.3741 0.07
H -2.3890 -0.6258 -1.4235 -0.02
H -1.8096 -1.5428 5.6800 0.10
H -5.3432 -2.0174 1.5248 0.02
H 0.1347 -2.4806 4.5704 0.05
H -3.8243 -4.6588 -1.4831 0.03
H -4.5061 -3.3519 -2.4671 0.03
H -6.1298 1.8407 0.2433 0.03
H 1.2981 -6.9990 0.9151 0.10
H 4.6155 3.9566 -2.5721 0.12
H -2.7130 2.1380 -1.9963 0.01
H 1.2067 -3.8654 4.2329 0.10
```

Summary:
ΔE to the lowest compared entry with this formula, charge and spin = 26.5 kJ/mol
Calculated total energy = -98911.7909 eV
Max |F| = 0.2 eV/A
Frontier orbital gap = 7.7 eV

---

Question: Which value of frontier orbital gap does entry 3 give?
Answer: 8.4 eV

---

Question: Look up the max |F| of the first one.
Answer: 4.4 eV/A